[1]
{"formula": "C14H15IrN9O2S2SbSe5", "method": "the ωB97M-V functional and the def2-TZVPD basis", "multiplicity": 6, "lumo_ev": [2.13, 0.52], "total_charge": -1, "homo_energy_ha": [-0.157, -0.196], "elements": ["Ir", "Se", "Sb", "Se", "Se", "Se", "N", "C", "C", "C", "C", "C", "C", "S", "O", "O", "N", "C", "N", "C", "C", "C", "N", "H", "H", "H", "H", "H", "H", "H", "H", "H", "C", "C", "N", "N", "C", "S", "N", "N", "H", "H", "H", "H", "H", "H", "Se", "C", "N"], "coordinates": [[0.49044, 0.00946, -1.38299], [-2.50729, -3.88960, -3.65606], [-3.42764, -1.62153, -3.70056], [-0.76245, 0.79360, -3.31225], [-2.12866, -0.30231, -1.70270], [-5.11645, -2.68031, -2.19103], [-3.72920, 1.88177, 5.33882], [-3.11658, 2.15227, 4.10793], [-2.08005, 3.08104, 4.02354], [-1.50024, 3.37761, 2.80110], [-1.96246, 2.75145, 1.65375], [-2.99959, 1.83187, 1.72229], [-3.57513, 1.53466, 2.94355], [-1.18793, 3.07220, 0.09880], [-2.16847, 2.79454, -0.91531], [-0.59877, 4.38210, 0.15728], [-0.05991, 1.91816, -0.02687], [1.16735, 2.04524, 0.50596], [1.51250, 2.86902, 1.50753], [2.77624, 2.80577, 1.89856], [3.71841, 1.94469, 1.35374], [3.27137, 1.11215, 0.34275], [2.02286, 1.17440, -0.08068], [-3.13207, 2.03474, 6.13635], [-4.17308, 0.97776, 5.38440], [-1.72901, 3.57295, 4.92391], [-0.68488, 4.08372, 2.72188], [-3.35020, 1.35892, 0.81386], [-4.38891, 0.82064, 2.99948], [3.05334, 3.47820, 2.70534], [4.73898, 1.92194, 1.70470], [3.91053, 0.39338, -0.15691], [1.62123, -4.93399, -3.44152], [1.78600, -4.40667, -2.06849], [2.53171, -4.89355, -1.12984], [2.35150, -4.03231, -0.07791], [1.52447, -3.01349, -0.34920], [1.06361, -1.72401, 0.61061], [1.14268, -3.27029, -1.62812], [0.28903, -2.43456, -2.32652], [2.13665, -5.88729, -3.52029], [2.04923, -4.23472, -4.16269], [0.56383, -5.05858, -3.67875], [2.84288, -4.17095, 0.78586], [0.68587, -2.24020, -3.24150], [-0.63468, -2.87267, -2.43179], [2.74652, -0.51216, -2.78588], [2.57135, 0.64118, -4.19029], [2.44512, 1.36377, -5.08383]], "forces_ev_per_angstrom": [[0.3, -0.1, 0.1], [0.1, -0.2, 0.0], [-0.2, 0.2, 0.4], [-0.2, -0.1, 0.3], [-0.2, 0.1, -0.6], [0.2, 0.1, -0.2], [0.0, 0.0, 0.0], [0.0, 0.0, 0.0], [0.0, 0.0, 0.0], [0.0, 0.0, 0.0], [0.1, 0.0, 0.0], [0.0, 0.0, 0.0], [0.0, 0.0, 0.0], [-0.1, 0.0, 0.1], [0.0, 0.0, 0.0], [0.0, 0.0, 0.0], [0.0, 0.0, -0.2], [0.1, 0.1, 0.1], [0.0, 0.0, 0.0], [-0.1, 0.0, 0.0], [0.1, 0.0, 0.0], [0.0, 0.0, 0.0], [0.0, 0.0, 0.1], [0.0, 0.0, 0.0], [0.0, 0.0, 0.0], [0.0, 0.0, 0.0], [0.0, 0.0, 0.0], [0.0, 0.0, 0.0], [0.0, 0.0, 0.0], [0.0, 0.0, 0.0], [0.0, 0.0, 0.0], [0.0, 0.0, 0.0], [0.0, 0.0, 0.0], [-0.1, 0.0, 0.0], [0.0, 0.0, 0.0], [0.0, 0.0, 0.0], [0.0, 0.0, 0.0], [0.0, 0.1, 0.0], [0.1, 0.0, -0.1], [0.0, -0.1, 0.0], [0.0, 0.0, 0.0], [0.0, 0.0, 0.0], [0.0, 0.0, 0.0], [0.0, 0.0, 0.0], [0.1, 0.0, 0.0], [0.0, 0.0, 0.0], [0.1, -0.1, 0.1], [-0.1, 0.1, -0.1], [0.0, 0.0, 0.0]]}

[2]
{"formula": "C14H15N2O2SSe3TeW", "method": "the ωB97M-V functional and the def2-TZVPD basis", "lumo_ev": [-11.79, -11.79], "total_charge": 3, "homo_energy_ha": [-0.659, -0.659], "elements": ["W", "C", "C", "O", "C", "C", "C", "C", "C", "C", "O", "H", "H", "H", "H", "H", "H", "H", "Se", "Se", "Te", "Se", "C", "C", "C", "C", "N", "C", "S", "N", "C", "H", "H", "H", "H", "H", "H", "H", "H"], "coordinates": [[0.61319, -1.80087, -0.35999], [-3.08863, -3.98417, -0.20600], [-2.28247, -2.74099, -0.24050], [-1.02306, -2.89724, -0.12016], [-2.83199, -1.43659, -0.38074], [-4.22089, -1.24055, -0.45438], [-4.74287, 0.03257, -0.53127], [-3.88296, 1.13023, -0.53663], [-2.50124, 0.96637, -0.47674], [-2.00298, -0.30740, -0.40353], [-0.64014, -0.47976, -0.37409], [-2.44762, -4.85582, -0.13389], [-3.69983, -4.04949, -1.11021], [-3.77727, -3.96951, 0.64208], [-4.88484, -2.09503, -0.43950], [-5.81283, 0.17836, -0.58819], [-4.29188, 2.13112, -0.59329], [-1.82998, 1.81417, -0.49629], [1.14080, -2.23868, 1.98278], [1.53365, -4.33296, 0.97434], [2.67663, -3.50477, -1.14458], [0.61769, -3.18536, -2.51635], [3.87261, 4.14737, -0.68985], [3.19669, 2.90656, -0.22568], [2.94981, 2.56968, 1.07609], [2.31220, 1.36433, 1.37853], [1.94379, 0.51264, 0.40340], [2.18479, 0.84807, -0.85036], [1.72100, -0.26144, -2.07444], [2.78572, 2.01023, -1.16693], [2.04573, 1.03394, 2.80838], [3.91565, 4.88492, 0.10681], [3.36203, 4.57827, -1.55285], [4.89805, 3.91516, -0.99321], [3.24322, 3.24053, 1.87186], [2.95838, 2.21306, -2.14729], [1.60739, 1.89478, 3.31423], [2.99275, 0.82533, 3.31326], [1.38972, 0.18298, 2.93515]], "forces_ev_per_angstrom": [[0.6, 0.3, 0.3], [-0.1, 0.1, 0.0], [-0.3, -0.1, 0.1], [0.0, -0.2, -0.4], [-0.2, -0.2, 0.0], [-0.2, 0.0, 0.0], [0.0, 0.0, 0.0], [0.0, 0.0, 0.0], [-0.1, 0.2, 0.0], [0.4, 0.1, 0.0], [-0.7, 0.7, 0.0], [0.0, 0.0, 0.0], [0.0, 0.0, 0.0], [0.0, 0.0, 0.0], [0.0, 0.0, 0.0], [0.0, 0.0, 0.0], [0.0, 0.0, 0.0], [0.0, 0.0, 0.0], [0.5, -0.3, -0.4], [-0.3, 0.0, -0.1], [0.6, 0.1, 0.0], [0.2, -0.2, 0.3], [0.0, -0.1, 0.0], [0.1, 0.1, -0.3], [0.0, 0.0, 0.2], [-0.1, 0.0, 0.4], [-0.3, -0.4, 0.0], [0.2, 0.1, -0.3], [-0.2, -0.5, 0.3], [0.1, 0.0, 0.0], [0.1, 0.1, -0.1], [0.0, 0.0, 0.0], [0.0, 0.0, 0.0], [0.0, 0.0, 0.0], [0.0, 0.0, 0.0], [0.0, 0.0, 0.0], [0.0, 0.0, 0.0], [0.0, 0.0, 0.0], [-0.1, 0.0, 0.0]]}

[3]
{"formula": "C14H15N3O4S", "method": "the ωB97M-V functional and the def2-TZVPD basis", "lumo_ev": 0.37, "smiles": "O=C(CSc1nnc(-c2ccccc2O)o1)N1CCOCC1", "homo_energy_ha": -0.310, "elements": ["O", "C", "C", "S", "C", "N", "N", "C", "C", "C", "C", "C", "C", "C", "O", "O", "N", "C", "C", "O", "C", "C", "H", "H", "H", "H", "H", "H", "H", "H", "H", "H", "H", "H", "H", "H", "H"], "coordinates": [[2.08426, 1.56105, -1.68928], [2.62163, 1.27986, -0.63692], [2.56839, 2.25642, 0.54110], [1.03542, 3.22486, 0.39264], [-0.02243, 1.87182, 0.40028], [0.30266, 0.63729, 0.64199], [-0.83563, -0.07798, 0.52937], [-1.79802, 0.74915, 0.23377], [-3.18128, 0.41543, 0.02880], [-4.10780, 1.41418, -0.28206], [-5.43375, 1.09941, -0.47754], [-5.85050, -0.22197, -0.36488], [-4.94915, -1.21967, -0.05973], [-3.60067, -0.92424, 0.14283], [-2.76569, -1.92856, 0.43779], [-1.33406, 2.02260, 0.14151], [3.32038, 0.14070, -0.46372], [3.88747, -0.37606, 0.76287], [2.97488, -1.49440, 1.29039], [2.85621, -2.51971, 0.33194], [2.30589, -2.02406, -0.86957], [3.18173, -0.91178, -1.45781], [2.54416, 1.76688, 1.51047], [3.38937, 2.97083, 0.48727], [-3.76281, 2.43357, -0.36601], [-6.14426, 1.87482, -0.71721], [-6.88945, -0.47220, -0.51762], [-5.25968, -2.24835, 0.02994], [-1.85492, -1.58873, 0.55524], [4.02521, 0.40387, 1.50733], [4.86794, -0.80177, 0.52000], [3.39916, -1.95550, 2.18361], [1.98524, -1.07192, 1.51653], [2.24502, -2.87238, -1.55227], [1.29902, -1.62527, -0.68214], [2.72095, -0.48712, -2.34915], [4.17510, -1.30105, -1.69978]], "forces_ev_per_angstrom": [[-0.1, 0.1, -0.2], [0.3, 0.1, 0.0], [-0.6, 0.0, -0.1], [0.3, 0.5, 0.1], [0.4, -0.7, 0.3], [0.7, 1.1, 0.1], [-1.4, -0.3, -0.2], [0.6, -0.6, 0.2], [-0.3, 0.1, -0.1], [0.0, -0.2, 0.0], [-0.1, 0.2, 0.0], [0.1, 0.0, 0.0], [0.1, -0.1, 0.0], [-0.1, 0.3, -0.1], [0.0, -0.2, 0.0], [-0.1, 0.0, -0.1], [0.2, -0.2, -0.2], [-0.2, -0.3, 0.4], [0.2, 0.3, 0.2], [0.1, -0.2, 0.0], [0.1, 0.2, -0.3], [-0.3, -0.3, -0.2], [0.1, 0.0, -0.1], [0.0, 0.0, 0.0], [0.0, 0.1, 0.0], [-0.1, 0.1, 0.0], [-0.1, 0.0, 0.0], [0.0, -0.1, 0.0], [0.0, 0.1, 0.0], [0.0, 0.0, 0.0], [0.0, 0.1, 0.1], [0.0, 0.1, 0.0], [0.1, 0.0, 0.0], [0.0, 0.1, 0.0], [0.1, 0.0, -0.1], [0.1, -0.1, 0.1], [-0.1, 0.0, 0.0]]}

[4]
{"formula": "C14H15N3OS", "method": "the ωB97M-V functional and the def2-TZVPD basis", "lumo_ev": 0.13, "smiles": "CN(C)c1cccc(C(=O)N/N=C/c2ccsc2)c1", "homo_energy_ha": -0.288, "elements": ["C", "N", "C", "C", "C", "C", "C", "C", "C", "O", "N", "N", "C", "C", "C", "C", "S", "C", "C", "H", "H", "H", "H", "H", "H", "H", "H", "H", "H", "H", "H", "H", "H", "H"], "coordinates": [[5.38607, -0.93538, -0.52913], [4.25250, -0.01134, -0.48833], [4.50376, 1.28695, 0.18747], [2.99077, -0.42458, -0.99533], [2.86554, -1.23845, -2.15641], [1.58523, -1.57375, -2.65820], [0.43783, -1.14970, -1.99705], [0.51403, -0.36827, -0.80546], [-0.69360, 0.06705, -0.05290], [-0.63765, 1.05365, 0.70819], [-1.90237, -0.58236, -0.25818], [-3.13917, -0.31315, 0.27408], [-3.57703, 0.89784, 0.66334], [-4.81385, 0.98483, 1.45887], [-5.47769, -0.20218, 2.03340], [-6.64105, 0.07064, 2.72073], [-7.00627, 1.78511, 2.64906], [-5.53491, 2.14552, 1.70094], [1.80248, -0.01901, -0.32831], [5.18629, -1.89100, -1.00316], [5.63169, -1.14681, 0.52336], [6.22555, -0.51856, -1.02549], [3.82063, 2.03996, -0.14597], [5.53100, 1.62641, -0.07346], [4.39124, 1.21914, 1.29334], [3.74205, -1.49824, -2.72597], [1.50342, -2.16214, -3.54904], [-0.54929, -1.37738, -2.38026], [-1.76919, -1.44560, -0.75658], [-2.96133, 1.80114, 0.47781], [-5.06057, -1.20143, 2.02405], [-7.23975, -0.64989, 3.28374], [-5.26501, 3.14945, 1.37919], [1.89864, 0.58152, 0.55166]], "forces_ev_per_angstrom": [[-1.0, 0.1, 1.3], [-0.5, -0.1, -0.9], [0.3, -1.4, 0.2], [-0.2, 0.3, 0.3], [-1.0, 0.7, 0.4], [0.8, 0.6, 1.3], [-0.2, 0.6, 1.1], [1.5, -1.1, -1.0], [-0.9, 2.8, 1.6], [0.1, -1.5, -1.1], [1.3, 1.0, -0.5], [-1.5, 1.9, 1.4], [2.6, -2.4, -1.0], [-1.3, -0.6, 0.0], [-0.4, 0.9, 0.5], [1.2, 0.7, -0.9], [1.3, -0.2, -0.7], [-0.4, -1.5, 0.6], [-0.4, -0.5, -1.0], [-0.5, 0.1, -0.1], [0.4, -0.1, -0.3], [0.9, 0.6, -0.4], [-0.5, 0.3, -0.4], [-0.6, -0.3, 0.3], [0.3, 0.0, -0.5], [0.2, -0.2, 0.0], [0.0, -0.2, -0.4], [0.1, -0.1, -0.2], [-0.9, -0.3, 0.2], [-0.5, -0.5, 0.3], [0.1, 0.2, -0.2], [0.1, 0.5, -0.3], [-0.3, -0.3, 0.2], [-0.1, 0.2, 0.4]]}

| no. | DFT total energy (Ha) |
| --- | --- |
| 1 | -14333.97838 |
| 2 | -8739.15367 |
| 3 | -1405.90306 |
| 4 | -1180.10734 |